Formula: C18H62O13
Source: the OMol25 dataset
Level of theory: the ωB97M-V functional and the def2-TZVPD basis

Orbital gap (eV): 9.840
HOMO energy (eV): -9.93
Max |F| (eV/A): 3.24
Relative energy (zero: lowest compared OMol25 entry of this formula, charge and spin) (eV): 1.7524
Calculated total energy (hartree): -1701.057572

Element x y z (Å)
O  -4.111  15.998  -8.003
H  -3.916  16.940  -8.089
H  -5.081  15.927  -8.121
O  -5.453  17.518  0.139
H  -5.107  16.628  0.005
H  -6.416  17.402  0.188
O  -7.800  18.467  -4.751
H  -7.044  19.068  -4.828
H  -7.934  18.375  -3.790
O  -9.488  16.898  -1.836
H  -8.918  16.357  -2.438
H  -8.886  17.184  -1.136
O  -9.792  13.774  -4.375
H  -10.344  13.606  -3.599
H  -9.049  14.312  -4.042
O  -4.952  11.436  -6.189
H  -4.286  10.738  -6.254
H  -4.466  12.241  -6.505
O  -4.008  21.057  -5.705
H  -3.481  20.367  -6.159
H  -3.819  21.866  -6.202
C  -2.186  11.481  -8.728
C  -2.891  12.831  -9.017
C  -3.876  12.708  -10.167
O  -3.498  13.290  -7.854
H  -2.867  10.842  -8.138
H  -1.315  11.677  -8.106
H  -2.009  10.919  -9.633
H  -2.031  13.419  -9.390
H  -3.474  12.123  -10.982
H  -4.097  13.733  -10.491
H  -4.813  12.298  -9.790
H  -3.715  14.255  -7.949
C  -5.125  16.120  -3.178
C  -6.304  15.501  -3.934
C  -5.973  14.162  -4.549
O  -7.382  15.287  -2.946
H  -4.843  15.445  -2.348
H  -5.347  17.083  -2.706
H  -4.253  16.303  -3.819
H  -6.509  16.196  -4.752
H  -5.745  13.380  -3.811
H  -5.080  14.190  -5.183
H  -6.850  13.777  -5.076
H  -6.879  15.059  -2.139
C  -9.096  13.747  -0.375
C  -7.715  13.638  0.165
C  -6.876  12.597  -0.526
O  -7.103  14.935  0.025
H  -9.120  13.726  -1.459
H  -9.558  14.657  -0.006
H  -9.662  12.891  0.005
H  -7.742  13.430  1.238
H  -5.829  12.755  -0.280
H  -7.030  12.558  -1.616
H  -7.264  11.593  -0.293
H  -6.269  14.924  0.513
C  -0.310  19.540  -6.108
C  -0.945  19.196  -7.416
C  -1.193  17.738  -7.553
O  -2.169  19.928  -7.587
H  -0.976  19.279  -5.279
H  -0.120  20.614  -6.054
H  0.638  19.026  -5.975
H  -0.254  19.479  -8.221
H  -1.182  17.408  -8.596
H  -2.087  17.399  -7.020
H  -0.396  17.132  -7.103
H  -2.738  19.386  -8.144
C  -8.892  12.665  -8.001
C  -8.456  14.144  -7.979
C  -7.121  14.369  -8.674
O  -9.510  14.922  -8.682
H  -9.504  12.485  -8.888
H  -9.527  12.417  -7.159
H  -8.000  12.037  -8.100
H  -8.519  14.500  -6.950
H  -6.276  13.910  -8.131
H  -6.870  15.442  -8.725
H  -7.029  13.990  -9.700
H  -9.301  14.887  -9.625
C  -7.064  8.734  -3.590
C  -5.519  8.466  -3.729
C  -4.764  9.606  -3.150
O  -5.198  7.206  -2.964
H  -7.460  9.041  -2.628
H  -7.583  7.826  -3.931
H  -7.429  9.458  -4.353
H  -5.412  8.374  -4.820
H  -5.118  10.591  -3.414
H  -3.736  9.538  -3.554
H  -4.603  9.442  -2.082
H  -5.394  6.458  -3.534

Quick look at the Mulliken charges, all values in e: atom 1 (O): -0.48, atom 2 (H): 0.20, atom 3 (H): 0.24, atom 4 (O): -0.60, atom 5 (H): 0.28, atom 6 (H): 0.34, atom 7 (O): -0.64, atom 8 (H): 0.32, atom 9 (H): 0.31, atom 10 (O): -0.68, atom 11 (H): 0.36, atom 12 (H): 0.31, atom 13 (O): -0.66, atom 14 (H): 0.28, atom 15 (H): 0.29, atom 16 (O): -0.49, atom 17 (H): 0.27, atom 18 (H): 0.31, atom 19 (O): -0.67, atom 20 (H): 0.44, atom 21 (H): 0.29, atom 22 (C): -1.27, atom 23 (C): 0.75, atom 24 (C): -1.22, atom 25 (O): -0.32, atom 26 (H): 0.16, atom 27 (H): 0.35, atom 28 (H): 0.40, atom 29 (H): 0.15, atom 30 (H): 0.46, atom 31 (H): 0.28, atom 32 (H): 0.18, atom 33 (H): 0.10, atom 34 (C): -1.49, atom 35 (C): 0.39, atom 36 (C): -0.61, atom 37 (O): 0.17, atom 38 (H): 0.29, atom 39 (H): 0.42, atom 40 (H): 0.33, atom 41 (H): 0.36, atom 42 (H): 0.00, atom 43 (H): 0.21, atom 44 (H): 0.17, atom 45 (H): -0.11, atom 46 (C): -1.13, atom 47 (C): 0.22, atom 48 (C): -1.09, atom 49 (O): -0.52, atom 50 (H): -0.07, atom 51 (H): 0.35, atom 52 (H): 0.48, atom 53 (H): 0.45, atom 54 (H): 0.39, atom 55 (H): 0.10, atom 56 (H): 0.42, atom 57 (H): 0.28, atom 58 (C): -1.43, atom 59 (C): 0.93, atom 60 (C): -1.35, atom 61 (O): -0.58, atom 62 (H): 0.34, atom 63 (H): 0.34, atom 64 (H): 0.42, atom 65 (H): 0.12, atom 66 (H): 0.40, atom 67 (H): 0.09, atom 68 (H): 0.39, atom 69 (H): 0.28, atom 70 (C): -1.29, atom 71 (C): 0.99, atom 72 (C): -1.10, atom 73 (O): -0.61, atom 74 (H): 0.39, atom 75 (H): 0.26, atom 76 (H): 0.30, atom 77 (H): -0.29, atom 78 (H): 0.11, atom 79 (H): 0.43, atom 80 (H): 0.41, atom 81 (H): 0.35, atom 82 (C): -1.15, atom 83 (C): 0.64, atom 84 (C): -1.08, atom 85 (O): -0.55, atom 86 (H): 0.24, atom 87 (H): 0.33, atom 88 (H): 0.31, atom 89 (H): 0.14, atom 90 (H): 0.11, atom 91 (H): 0.28, atom 92 (H): 0.44, atom 93 (H): 0.32

=====

Formula: C18H64N16O14
Source: the OMol25 dataset
Level of theory: the ωB97M-V functional and the def2-TZVPD basis

Orbital gap (eV): 7.628
HOMO energy (eV): -8.38
Max |F| (eV/A): 10.72
Relative energy (zero: lowest compared OMol25 entry of this formula, charge and spin) (eV): 0.0000
Calculated total energy (hartree): -2653.595799

Element x y z (Å)
C  -5.307  -3.177  0.904
C  -4.715  -1.929  0.248
O  -5.648  -1.509  -0.711
H  -6.366  -3.028  1.109
H  -4.906  -3.328  1.919
H  -5.217  -4.051  0.262
H  -3.739  -2.111  -0.225
H  -4.592  -1.121  0.910
H  -5.224  -0.952  -1.408
C  1.433  4.410  2.773
C  0.319  3.485  2.790
O  -0.686  4.029  1.962
H  2.365  4.082  3.292
H  1.175  5.321  3.226
H  1.752  4.541  1.769
H  -0.061  3.424  3.792
H  0.606  2.476  2.443
H  -1.046  4.753  2.477
C  2.715  2.334  0.034
C  3.568  1.835  1.182
O  3.136  0.556  1.428
H  2.678  1.706  -0.784
H  3.150  3.248  -0.366
H  1.681  2.501  0.269
H  3.435  2.441  2.099
H  4.587  1.731  0.837
H  3.499  0.223  2.228
C  -1.911  1.123  4.016
C  -2.357  -0.300  3.649
O  -1.958  -0.601  2.283
H  -2.403  1.596  4.893
H  -2.092  1.829  3.173
H  -0.862  1.235  4.366
H  -3.463  -0.237  3.686
H  -1.997  -0.954  4.357
H  -2.134  0.124  1.648
C  0.781  4.535  -1.390
O  1.722  5.347  -0.742
N  -0.220  3.958  -0.784
N  0.760  4.508  -2.701
H  -0.275  4.112  0.260
H  -0.682  3.163  -1.224
H  1.391  5.172  -3.139
H  -0.180  4.329  -3.052
C  -0.375  -0.073  -0.142
O  -1.424  -0.927  -0.459
N  0.905  -0.360  -0.014
N  -0.690  1.137  0.186
H  1.189  -1.375  -0.169
H  1.700  0.203  0.350
H  -1.650  1.432  0.400
H  0.004  1.909  0.326
C  1.432  -3.113  -1.561
O  0.234  -3.047  -2.228
N  2.514  -3.449  -2.146
N  1.544  -2.923  -0.280
H  2.470  -3.786  -3.131
H  3.461  -3.629  -1.757
H  0.654  -3.135  0.230
H  2.492  -2.743  0.211
C  4.617  -3.352  0.279
O  4.735  -4.362  1.213
N  4.005  -2.228  0.574
N  4.856  -3.575  -0.988
H  3.957  -1.930  1.586
H  3.943  -1.502  -0.150
H  5.372  -4.475  -1.119
H  5.445  -2.834  -1.441
C  0.201  1.310  -3.162
O  -1.011  1.857  -2.777
N  1.229  2.039  -3.352
N  0.297  0.019  -3.349
H  1.115  3.035  -3.063
H  2.182  1.695  -3.332
H  -0.548  -0.534  -3.024
H  1.288  -0.373  -3.302
C  -1.697  -4.193  1.258
O  -1.746  -5.550  1.287
N  -1.771  -3.353  2.219
N  -1.436  -3.539  0.155
H  -2.283  -3.680  3.046
H  -1.640  -2.337  2.080
H  -1.286  -4.173  -0.627
H  -1.489  -2.473  0.044
C  -3.576  -0.458  -3.164
O  -4.293  -0.535  -4.300
N  -2.454  -1.100  -2.924
N  -3.964  0.144  -2.045
H  -1.984  -1.707  -3.641
H  -2.080  -0.974  -1.944
H  -4.913  0.580  -2.041
H  -3.401  0.349  -1.258
C  3.472  -0.155  -2.892
O  3.847  -0.362  -1.578
N  3.782  0.887  -3.512
N  2.735  -1.013  -3.527
H  3.553  0.980  -4.483
H  4.545  1.539  -3.125
H  2.569  -1.879  -2.953
H  2.751  -1.010  -4.569
C  1.111  -1.778  3.073
O  0.733  -2.990  3.767
H  0.997  -0.950  3.679
H  0.567  -1.713  2.141
H  2.204  -1.883  2.843
H  -0.013  -3.426  3.267
C  -3.521  2.764  0.059
O  -3.408  1.538  0.748
H  -4.241  3.473  0.544
H  -3.725  2.731  -0.974
H  -2.538  3.242  0.083
H  -4.307  1.286  1.054

Here are the Mulliken charges for atoms 1 to 99, given in e: atom 1 (C): -1.45, atom 2 (C): 1.17, atom 3 (O): -0.72, atom 4 (H): 0.47, atom 5 (H): 0.28, atom 6 (H): 0.32, atom 7 (H): -0.21, atom 8 (H): -0.25, atom 9 (H): 0.46, atom 10 (C): -1.55, atom 11 (C): 0.53, atom 12 (O): -0.50, atom 13 (H): 0.27, atom 14 (H): 0.46, atom 15 (H): 0.33, atom 16 (H): 0.52, atom 17 (H): -0.28, atom 18 (H): 0.28, atom 19 (C): -0.93, atom 20 (C): -0.72, atom 21 (O): -0.48, atom 22 (H): 0.12, atom 23 (H): 0.60, atom 24 (H): -0.07, atom 25 (H): 0.18, atom 26 (H): 0.47, atom 27 (H): 0.25, atom 28 (C): -1.01, atom 29 (C): -0.62, atom 30 (O): 0.05, atom 31 (H): 0.49, atom 32 (H): 0.07, atom 33 (H): 0.17, atom 34 (H): 0.26, atom 35 (H): 0.58, atom 36 (H): -0.85, atom 37 (C): 0.24, atom 38 (O): -0.76, atom 39 (N): 0.15, atom 40 (N): -0.37, atom 41 (H): 0.09, atom 42 (H): -0.03, atom 43 (H): 0.29, atom 44 (H): 0.36, atom 45 (C): 0.60, atom 46 (O): 1.96, atom 47 (N): 2.30, atom 48 (N): 3.07, atom 49 (H): -1.22, atom 50 (H): -1.11, atom 51 (H): -0.29, atom 52 (H): -1.73, atom 53 (C): 0.41, atom 54 (O): -0.73, atom 55 (N): -0.49, atom 56 (N): -0.26, atom 57 (H): 0.34, atom 58 (H): 0.32, atom 59 (H): 0.09, atom 60 (H): -0.04, atom 61 (C): 0.42, atom 62 (O): -0.72, atom 63 (N): -0.15, atom 64 (N): -0.49, atom 65 (H): 0.06, atom 66 (H): 0.41, atom 67 (H): 0.29, atom 68 (H): 0.30, atom 69 (C): 0.63, atom 70 (O): -0.73, atom 71 (N): -0.39, atom 72 (N): -0.12, atom 73 (H): 0.31, atom 74 (H): 0.42, atom 75 (H): -0.19, atom 76 (H): 0.60, atom 77 (C): 0.50, atom 78 (O): -0.84, atom 79 (N): 0.31, atom 80 (N): 0.19, atom 81 (H): 0.26, atom 82 (H): -0.31, atom 83 (H): 0.13, atom 84 (H): -0.65, atom 85 (C): 0.09, atom 86 (O): -0.81, atom 87 (N): -0.04, atom 88 (N): -0.33, atom 89 (H): 0.20, atom 90 (H): -0.78, atom 91 (H): 0.39, atom 92 (H): 0.10, atom 93 (C): -0.13, atom 94 (O): -0.71, atom 95 (N): -0.35, atom 96 (N): -0.25, atom 97 (H): 0.25, atom 98 (H): 0.32, atom 99 (H): 0.08

=====

Formula: C18H81BI2NO28
Source: the OMol25 dataset
Level of theory: the ωB97M-V functional and the def2-TZVPD basis

Total charge: -1
Orbital gap (eV): 7.163
HOMO energy (eV): -5.60
Max |F| (eV/A): 2.70
Calculated total energy (hartree): -3516.179437

Element x y z (Å)
C  5.958  -0.861  -0.784
O  4.850  -1.323  -1.526
C  3.893  -0.303  -1.778
C  3.118  0.118  -0.515
C  1.595  0.283  -0.709
B  0.701  0.017  0.656
C  -0.889  0.107  0.139
C  -1.760  -1.118  0.463
C  -3.266  -0.805  0.280
C  -4.012  -2.051  -0.161
N  -5.435  -1.766  -0.420
C  -6.188  -2.344  -1.396
C  -7.412  -1.806  -1.318
C  -7.456  -0.875  -0.257
C  -6.200  -0.905  0.264
C  1.122  -1.463  1.238
C  1.256  -2.523  0.132
C  2.660  -2.933  -0.115
O  3.550  -3.001  0.719
O  2.911  -3.296  -1.408
C  1.105  1.162  1.774
I  0.606  3.196  1.133
C  0.613  1.013  3.224
C  -0.771  0.435  3.442
I  2.045  -0.040  4.487
H  5.748  -0.955  0.282
H  6.806  -1.506  -1.000
H  6.248  0.164  -1.013
H  3.211  -0.606  -2.568
H  4.439  0.568  -2.158
H  3.517  1.097  -0.246
H  3.400  -0.550  0.297
H  1.421  1.280  -1.113
H  1.291  -0.393  -1.507
H  -0.924  0.225  -0.945
H  -1.412  0.979  0.547
H  -1.505  -1.926  -0.223
H  -1.646  -1.464  1.487
H  -3.608  -0.418  1.234
H  -3.370  -0.055  -0.500
H  -3.598  -2.346  -1.115
H  -3.899  -2.887  0.519
H  -5.851  -3.080  -2.096
H  -8.267  -2.005  -1.942
H  -8.252  -0.257  0.091
H  -5.877  -0.298  1.085
H  0.484  -1.851  2.029
H  2.104  -1.384  1.703
H  0.761  -2.250  -0.791
H  0.741  -3.433  0.456
H  3.871  -3.247  -1.524
H  2.190  1.197  1.828
H  0.606  2.001  3.663
H  -1.490  0.803  2.719
H  -1.124  0.788  4.403
H  -0.798  -0.643  3.511
O  1.053  0.572  -3.881
H  1.014  -0.388  -3.860
H  1.996  0.763  -3.940
O  -3.336  -4.866  -0.971
H  -2.529  -5.002  -0.464
H  -3.950  -5.534  -0.631
O  3.427  -1.461  7.567
H  2.915  -1.180  6.800
H  4.122  -0.797  7.622
O  -0.506  7.050  1.633
H  -0.163  7.389  0.797
H  -0.376  6.094  1.568
O  -4.365  -7.447  -2.312
H  -5.084  -7.198  -2.901
H  -3.572  -7.120  -2.749
O  -7.789  1.914  1.037
H  -7.142  2.162  1.704
H  -8.023  2.744  0.611
O  -5.333  -10.034  -1.498
H  -4.702  -9.322  -1.685
H  -5.034  -10.410  -0.666
O  1.965  3.671  -3.570
H  1.459  4.324  -4.069
H  1.658  2.825  -3.912
O  0.283  -5.138  1.940
H  0.307  -6.098  1.873
H  1.209  -4.874  1.922
O  7.391  0.018  2.240
H  8.134  -0.286  2.770
H  6.654  -0.534  2.522
O  2.593  -6.365  -0.482
H  3.321  -6.284  0.143
H  2.406  -5.452  -0.741
O  -2.493  8.198  -0.633
H  -1.795  8.842  -0.792
H  -2.230  7.766  0.188
O  1.217  -8.897  -1.580
H  0.650  -8.541  -2.270
H  1.908  -8.229  -1.475
O  -1.231  10.063  0.986
H  -1.546  10.820  1.487
H  -0.786  9.514  1.642
O  -5.213  -6.264  0.814
H  -5.994  -6.662  1.207
H  -4.662  -6.019  1.565
O  8.361  -2.805  -2.005
H  7.682  -3.332  -2.446
H  9.115  -3.408  -1.929
O  10.633  -4.219  -2.986
H  11.055  -3.935  -3.802
H  10.665  -5.180  -3.018
O  1.054  5.780  -5.505
H  0.356  6.108  -6.078
H  1.872  6.045  -5.938
O  -1.108  7.258  4.493
H  -1.874  7.836  4.442
H  -0.622  7.438  3.676
O  -1.578  9.306  -3.192
H  -1.817  9.927  -3.887
H  -2.345  8.729  -3.101
O  -4.856  9.721  -3.990
H  -5.644  9.355  -3.573
H  -4.251  9.867  -3.252
O  -2.281  -0.667  5.868
H  -2.550  -1.588  5.940
H  -1.656  -0.545  6.591
O  6.707  -5.218  -1.962
H  5.856  -5.478  -1.596
H  7.276  -5.120  -1.191
O  4.010  1.777  6.807
H  3.247  2.359  6.740
H  4.488  1.923  5.984
O  -5.965  12.625  -3.472
H  -5.652  12.969  -4.313
H  -5.819  11.674  -3.540

Here are the Mulliken charges for atoms 1 to 99, given in e: atom 1 (C): -0.59, atom 2 (O): -0.36, atom 3 (C): -0.78, atom 4 (C): -0.39, atom 5 (C): -0.96, atom 6 (B): 0.57, atom 7 (C): -1.20, atom 8 (C): 0.35, atom 9 (C): -0.67, atom 10 (C): -0.67, atom 11 (N): 0.38, atom 12 (C): -0.56, atom 13 (C): -0.57, atom 14 (C): -0.60, atom 15 (C): -0.13, atom 16 (C): -0.97, atom 17 (C): -0.66, atom 18 (C): -0.08, atom 19 (O): -0.73, atom 20 (O): -0.58, atom 21 (C): -0.96, atom 22 (I): -0.09, atom 23 (C): -0.23, atom 24 (C): -1.06, atom 25 (I): -0.04, atom 26 (H): 0.20, atom 27 (H): 0.16, atom 28 (H): 0.31, atom 29 (H): 0.11, atom 30 (H): 0.40, atom 31 (H): 0.55, atom 32 (H): 0.28, atom 33 (H): 0.73, atom 34 (H): -0.41, atom 35 (H): 0.32, atom 36 (H): 0.40, atom 37 (H): 0.09, atom 38 (H): 0.05, atom 39 (H): 0.31, atom 40 (H): 0.39, atom 41 (H): 0.37, atom 42 (H): 0.10, atom 43 (H): 0.38, atom 44 (H): 0.41, atom 45 (H): 0.44, atom 46 (H): 0.26, atom 47 (H): 0.49, atom 48 (H): 0.68, atom 49 (H): 0.33, atom 50 (H): 0.63, atom 51 (H): 0.45, atom 52 (H): 0.50, atom 53 (H): 0.94, atom 54 (H): 0.09, atom 55 (H): 0.48, atom 56 (H): 0.35, atom 57 (O): -0.61, atom 58 (H): 0.27, atom 59 (H): 0.32, atom 60 (O): -0.54, atom 61 (H): 0.25, atom 62 (H): 0.32, atom 63 (O): -0.66, atom 64 (H): 0.20, atom 65 (H): 0.32, atom 66 (O): -0.64, atom 67 (H): 0.34, atom 68 (H): 0.18, atom 69 (O): -0.66, atom 70 (H): 0.31, atom 71 (H): 0.31, atom 72 (O): -0.60, atom 73 (H): 0.31, atom 74 (H): 0.29, atom 75 (O): -0.64, atom 76 (H): 0.36, atom 77 (H): 0.31, atom 78 (O): -0.60, atom 79 (H): 0.32, atom 80 (H): 0.32, atom 81 (O): -0.58, atom 82 (H): 0.29, atom 83 (H): 0.32, atom 84 (O): -0.61, atom 85 (H): 0.30, atom 86 (H): 0.32, atom 87 (O): -0.64, atom 88 (H): 0.29, atom 89 (H): 0.38, atom 90 (O): -0.65, atom 91 (H): 0.37, atom 92 (H): 0.32, atom 93 (O): -0.63, atom 94 (H): 0.30, atom 95 (H): 0.33, atom 96 (O): -0.59, atom 97 (H): 0.29, atom 98 (H): 0.31, atom 99 (O): -0.61